1.
{"formula": "C3H7NOS2", "method": "wB97M-V/def2-TZVPD", "de_lowest_ev": 2.251, "e_lumo_ev": 0.67, "charge": 0, "smiles": "SCCO/C=N\\S", "total_energy_ha": -1044.8197, "orbital_gap_ha": 0.351, "homo_ev": -8.88, "elements": ["H", "C", "H", "H", "N", "C", "H", "C", "S", "O", "S", "H", "H", "H"], "positions_angstrom": [[-2.642, -2.561, 1.102], [-0.979, -1.034, 0.699], [1.753, -0.589, -0.163], [-1.790, -0.271, 0.728], [1.807, 1.456, -0.368], [1.290, 0.353, -0.548], [-0.140, -0.483, 1.184], [-0.454, -1.232, -0.752], [0.840, 2.875, -0.568], [0.112, 0.044, -1.142], [-1.407, -2.512, 1.597], [0.327, -1.974, -0.827], [0.128, 2.572, -1.726], [-1.243, -1.577, -1.451]]}

2.
{"formula": "C3H7NS", "method": "wB97M-V/def2-TZVPD", "de_lowest_ev": 1.005, "e_lumo_ev": 1.11, "charge": 0, "smiles": "C=NSCC", "total_energy_ha": -571.4020, "orbital_gap_ha": 0.354, "homo_ev": -8.53, "elements": ["S", "H", "N", "C", "H", "H", "C", "H", "H", "C", "H", "H"], "positions_angstrom": [[-0.465, -0.670, -0.023], [3.072, 0.325, -0.247], [-1.798, 0.353, -0.223], [0.861, 0.523, 0.121], [2.283, -0.830, 0.815], [2.030, -0.932, -0.970], [2.151, -0.263, -0.110], [-3.768, 0.554, -0.084], [-2.984, -1.198, 0.298], [-2.922, -0.135, 0.043], [0.905, 1.038, 1.062], [0.633, 1.235, -0.684]]}

3.
{"formula": "C3H7NS", "method": "wB97M-V/def2-TZVPD", "de_lowest_ev": 4.468, "e_lumo_ev": 0.41, "charge": 0, "total_energy_ha": -571.2747, "orbital_gap_ha": 0.318, "homo_ev": -8.25, "elements": ["H", "H", "N", "C", "S", "C", "H", "H", "H", "C", "H", "H"], "positions_angstrom": [[0.250, 1.862, -0.872], [0.180, 1.900, 1.019], [0.756, 0.025, -0.203], [-0.216, -0.969, -0.028], [2.390, -0.149, 0.257], [-1.509, -0.078, 0.247], [-2.003, 0.013, 1.227], [2.691, -0.850, -0.890], [-0.518, -1.450, -0.929], [0.236, 1.362, 0.048], [-2.145, 0.026, -0.686], [-0.112, -1.692, 0.810]]}